Entry from the Open Molecules 2025 dataset: C4H54ClGaO26PS as an isolated structure at a distorted geometry (ωB97M-V with the def2-TZVPD basis set).

Last column: Mulliken charge in e.
Positions of all 88 atoms, in Å:
1 O 3.07 -3.26 -7.35  -0.614
2 O -3.62 3.09 5.72  -0.509
3 O -1.11 -3.97 2.37  -0.614
4 H 1.77 -3.03 5.33  0.327
5 H -5.69 0.66 5.59  0.293
6 H 0.67 -3.50 4.39  0.344
7 H -6.51 2.07 -1.31  0.260
8 H -3.25 2.45 3.38  -0.160
9 O 1.66 -0.72 0.17  -0.584
10 O -2.09 4.91 2.90  -0.580
11 O 3.10 -1.79 -10.85  -0.642
12 O 3.18 2.49 3.53  -0.578
13 H -5.38 -2.26 -0.96  0.267
14 H 1.72 -4.65 -4.02  0.314
15 H 4.43 -2.30 5.05  0.345
16 H 5.21 -3.10 -4.59  0.300
17 H 2.21 -5.26 -5.33  0.310
18 H 4.40 1.08 4.61  0.362
19 H -1.44 4.30 2.54  0.301
20 H 2.37 0.25 -8.58  0.291
21 H -6.12 -0.93 -0.84  0.277
22 H 0.79 2.53 3.52  0.315
23 H 4.49 0.06 -6.82  0.321
24 H -1.51 -3.79 3.23  0.319
25 H 3.10 2.60 -1.35  0.348
26 H 3.00 -3.38 -6.39  0.347
27 H -7.59 4.64 -0.81  0.335
28 H -1.69 5.28 3.68  0.280
29 C -3.58 1.22 0.75  -1.039
30 S 1.31 0.46 -0.53  1.267
31 H -0.67 1.26 -1.53  0.492
32 O -5.74 2.49 -0.94  -0.522
33 H -4.08 3.91 5.52  0.269
34 H 2.70 -2.39 -7.50  0.293
35 C -1.26 0.38 0.31  -0.713
36 H -0.52 -0.52 -1.53  0.424
37 H -4.61 1.19 0.47  0.536
38 H -3.08 -0.74 0.06  0.297
39 H 2.77 2.68 2.67  0.314
40 O 1.67 1.70 0.07  -0.618
41 H -2.79 0.55 -1.16  0.525
42 Ga -3.26 1.00 2.76  -0.159
43 H 1.06 1.57 2.36  0.146
44 O 1.77 -4.48 -4.97  -0.635
45 O 6.48 -2.85 5.17  -0.598
46 H 3.24 4.09 -1.62  0.282
47 H 3.87 3.16 3.61  0.281
48 H -1.58 -0.91 5.07  0.315
49 H -3.82 2.90 6.64  0.247
50 O 1.08 -3.70 5.24  -0.676
51 H 1.90 0.54 -6.07  0.327
52 C -0.42 0.39 -0.95  -0.873
53 H 7.16 -3.41 4.78  0.289
54 O 5.31 0.18 -6.34  -0.643
55 H -5.62 3.28 -1.48  0.260
56 H 5.15 -0.24 4.59  0.341
57 O -4.26 -1.10 4.94  -0.786
58 O 5.29 0.71 4.65  -0.666
59 H 6.90 -2.44 5.93  0.300
60 O 5.27 -2.93 -5.53  -0.592
61 H -1.08 1.30 0.83  0.230
62 H -5.38 -1.55 2.25  0.350
63 H 5.73 -3.69 -5.89  0.304
64 H -1.01 -0.46 0.94  0.509
65 O -5.24 -1.31 -0.89  -0.541
66 O 0.38 2.12 2.75  -0.480
67 O 3.45 3.23 -2.00  -0.622
68 H -0.98 -4.92 2.36  0.288
69 H -7.88 5.68 -1.88  0.286
70 H 4.13 -1.34 6.20  0.314
71 H -3.22 2.21 0.49  0.359
72 Cl 2.27 0.46 -2.36  -0.339
73 H -1.86 0.36 3.10  -0.227
74 H 2.87 -1.56 -9.94  0.342
75 O -0.64 -1.09 4.96  -0.550
76 O 3.73 -1.75 5.42  -0.683
77 H 5.70 -0.71 -6.33  0.298
78 O -5.90 -1.18 2.97  -0.527
79 O -7.43 4.85 -1.74  -0.613
80 P -4.92 -0.25 3.91  0.772
81 C -2.74 0.27 -0.11  -0.573
82 H 1.44 -0.89 -8.21  0.335
83 O -6.02 0.66 4.69  -0.532
84 H -0.46 -1.86 5.50  0.275
85 H 1.36 1.04 -4.74  0.278
86 O 2.30 -0.51 -7.99  -0.644
87 H 3.20 -2.74 -10.84  0.319
88 O 1.40 1.26 -5.68  -0.587

As for the strongest force on any atom: 1.08 eV/A. For the electronic energy, the calculation gives -143284.415 eV. Its total charge is -1. For the HOMO-LUMO gap, the calculation gives 6.09 eV.